A cluster of 13 separate species, C59H105NO32P4 in total, computed with ωB97M-V with the def2-TZVPD basis set.

Computed properties:
- LUMO energy (eV) = -4.33
- E_tot (a.u.) = -6138.70987

The geometry in XYZ format:
```
201
Properties=species:S:1:pos:R:3:forces:R:3:lowdin_charge:R:1
C -0.416441 1.848755 1.569119 -0.320 -0.757 -0.679 0.004
C 0.142729 1.346385 0.202839 -0.372 0.320 -0.368 -0.397
C 1.457269 0.566065 0.493569 -0.242 -0.244 -1.299 -0.137
C 1.259579 -0.881755 0.904329 0.313 0.196 0.552 -0.176
C 0.412579 -1.556975 -0.160861 -0.555 -1.040 1.664 -0.118
C -1.064791 -1.087395 -0.121571 0.418 0.088 -1.803 -0.455
N -0.969161 0.396705 -0.405841 -7.409 3.872 1.254 0.148
O -2.301671 1.023755 -0.578331 8.180 -3.361 0.569 0.066
C -1.891611 -1.331505 1.153449 0.237 -0.298 1.197 -0.004
C -1.809091 -1.754595 -1.284551 -0.777 0.361 -1.095 -0.029
C 0.447589 2.508345 -0.799661 -0.131 -1.270 -0.174 0.002
H 0.381499 2.426385 2.035739 -0.252 0.269 -0.112 0.100
H -0.606941 0.981835 2.201789 0.013 0.104 0.118 0.070
H -1.359401 2.376315 1.425619 0.258 0.248 0.095 0.091
H 2.076529 1.160855 1.165019 -0.209 -0.010 0.124 0.131
H 1.989379 0.515395 -0.456381 0.243 0.204 -0.106 0.119
H 0.883759 -0.949655 1.925239 -0.718 -0.068 -0.072 0.110
H 2.208699 -1.400635 1.038609 0.265 0.165 -0.511 0.120
H 0.361069 -2.627975 0.035119 0.006 -0.152 0.119 0.129
H 0.898819 -1.505265 -1.135021 -0.400 0.503 -0.201 0.137
H -1.446871 -0.954395 2.074369 0.322 0.011 -0.155 0.071
H -2.017401 -2.402515 1.312249 0.455 -0.202 -0.258 0.102
H -2.923841 -0.984905 1.203099 0.153 0.520 -0.909 0.098
H -1.383171 -1.556935 -2.268231 0.413 0.326 0.121 0.093
H -2.829201 -1.376955 -1.354321 -0.024 0.012 0.214 0.084
H -1.882021 -2.841965 -1.264161 0.277 0.017 0.752 0.100
H 0.721359 2.063215 -1.756221 0.345 -0.185 -0.002 0.086
H 1.337369 2.995035 -0.400261 -0.229 0.350 -0.060 0.096
H -0.360511 3.181055 -1.086941 -0.117 0.071 0.835 0.088
O 3.366119 0.968195 -4.432861 0.002 0.175 0.667 -0.473
H 3.606099 1.034465 -3.488111 -0.215 -0.047 -0.493 -0.179
C 2.436649 6.075165 -5.008231 -0.049 -2.170 0.568 -0.023
C 1.805509 7.160235 -4.567341 -1.440 2.075 0.128 -0.036
C 0.913939 7.804445 -5.442151 0.275 3.344 -0.117 -0.277
C 0.773859 7.419045 -6.747361 -0.758 -2.043 0.453 -0.013
C 1.254919 6.127925 -7.056621 -0.674 1.510 -1.853 -0.019
C 2.074379 5.482945 -6.223131 1.671 0.089 1.461 -0.366
O 2.707939 4.380705 -6.631471 0.125 -1.273 -0.782 0.071
O 0.368899 9.083175 -5.043931 0.234 -1.483 0.656 -0.027
H 3.032129 5.553815 -4.273381 0.536 -0.251 -0.331 0.124
H 2.018199 7.551705 -3.583511 -0.167 0.219 0.000 0.119
H 0.100409 7.888665 -7.449021 0.103 0.384 0.089 0.115
H 1.112769 5.697205 -8.036771 -0.213 -0.004 -0.103 0.123
H 2.832659 3.753635 -5.915351 0.209 -0.274 0.259 0.103
H 0.473379 9.763055 -5.713591 0.144 -0.361 -0.297 0.083
C -4.326561 5.448775 -2.220571 0.201 0.393 0.191 -0.003
C -3.287011 6.366175 -2.393511 0.136 1.760 1.935 -0.008
C -2.862021 7.154155 -1.277421 -0.624 -1.551 -1.209 -0.314
C -3.477371 6.930245 -0.060541 2.124 1.596 0.259 -0.045
C -4.492921 6.061995 0.102059 -1.797 -1.022 -0.259 -0.037
C -4.961911 5.305545 -0.964231 1.004 0.995 -1.105 -0.338
O -6.036321 4.487955 -0.818171 -0.483 -1.124 -0.157 0.027
O -1.880001 8.097895 -1.352101 -0.204 -0.097 0.248 0.052
H -4.646511 4.927675 -3.110791 -0.361 -0.257 0.171 0.110
H -2.893291 6.767095 -3.315811 -0.051 -0.897 -0.645 0.108
H -3.046221 7.489385 0.756689 -0.334 0.157 0.328 0.120
H -5.085411 6.041925 1.004809 0.277 -0.200 0.358 0.120
H -6.862011 4.954395 -0.668941 0.145 0.274 0.047 0.108
H -1.524461 8.148965 -2.242371 0.047 -0.036 -0.206 0.097
C -3.464251 0.226645 -7.697461 -0.557 -0.538 -0.110 -0.058
C -2.777231 0.155025 -6.526321 1.617 0.223 1.022 -0.020
C -1.355191 0.127405 -6.544531 -0.233 0.772 -0.025 -0.303
C -0.687151 0.111805 -7.764491 -0.995 0.572 -0.353 -0.008
C -1.423671 0.212825 -8.966121 0.406 -0.944 0.884 0.000
C -2.806381 0.124265 -8.899531 -0.113 -0.317 -0.855 -0.336
O -3.486441 -0.185365 -10.055781 0.478 0.578 -0.890 0.029
O -0.651101 0.342585 -5.382361 -1.051 -0.621 0.352 0.028
H -4.542021 0.285995 -7.661631 -0.181 -0.159 -0.139 0.114
H -3.350231 0.141315 -5.610951 0.307 0.206 0.288 0.111
H 0.391869 0.084195 -7.727511 0.136 0.164 -0.328 0.116
H -0.923051 0.205945 -9.923061 -0.028 -0.104 -0.060 0.115
H -4.388131 -0.499845 -9.957451 0.083 0.216 0.633 0.098
H 0.300639 0.366215 -5.505761 0.281 -0.029 -0.276 0.092
C 8.499079 2.739615 -1.598911 0.864 1.150 1.353 -0.022
C 8.915159 2.612655 -0.261541 -0.656 -1.401 0.020 -0.013
C 8.271149 1.679435 0.555289 -0.541 -0.673 0.453 -0.288
C 7.170799 0.877705 0.075069 1.270 1.832 0.116 -0.016
C 6.706579 1.174325 -1.185241 0.936 0.203 -0.843 -0.020
C 7.383169 2.104295 -2.031531 -0.346 -1.393 2.710 -0.388
O 6.886259 2.408935 -3.196141 -1.011 0.287 -2.257 0.091
O 8.707829 1.573045 1.884339 -0.054 0.156 -0.941 0.006
H 8.944709 3.502085 -2.220581 0.140 -0.086 -0.181 0.118
H 9.755789 3.154695 0.145839 -0.007 0.101 -0.055 0.112
H 6.651789 0.156325 0.688779 0.145 -0.039 0.209 0.105
H 5.882219 0.639995 -1.633941 -0.294 -0.141 0.131 0.107
H 6.075229 1.900095 -3.266091 -0.463 0.045 -0.846 0.094
H 8.331179 0.785585 2.283859 -0.105 -0.110 0.046 0.085
C 1.526779 -7.373485 -2.098081 -0.110 -2.434 1.442 -0.045
C 1.306569 -6.281625 -2.864621 -0.958 0.504 -0.440 -0.032
C 2.349049 -5.449805 -3.142621 1.429 2.113 -0.552 -0.312
C 3.603309 -5.692615 -2.581361 -0.434 0.044 -0.337 -0.018
C 3.744939 -6.762475 -1.764011 1.336 -0.514 1.026 -0.041
C 2.732639 -7.647135 -1.493841 0.360 0.301 -0.509 -0.332
O 3.048939 -8.723035 -0.715321 -0.329 -0.171 0.075 0.053
O 2.150029 -4.313815 -3.891921 -0.933 -0.268 -0.167 0.042
H 0.747869 -8.109565 -1.964351 -0.436 0.063 0.101 0.115
H 0.274659 -6.132575 -3.146331 0.169 0.436 -0.593 0.123
H 4.518819 -5.138315 -2.726231 -0.348 0.628 -0.420 0.120
H 4.713299 -6.894395 -1.304361 0.102 -0.329 0.090 0.121
H 2.354509 -9.381785 -0.788971 -0.119 -0.097 0.083 0.101
H 2.955429 -3.853555 -4.139081 0.240 -0.204 0.222 0.105
C -2.894731 2.338575 9.325159 0.757 0.401 1.896 -0.150
O -2.249391 2.144305 8.113919 0.176 0.917 -3.137 -0.223
P -2.459271 3.251585 6.911579 0.670 -3.464 0.465 0.435
O -3.077761 4.462155 7.380889 -1.152 1.508 0.156 -0.216
O -0.964781 3.478105 6.356109 -1.880 -1.706 0.779 -0.203
C -0.706401 4.773195 5.901989 0.926 1.190 -1.069 -0.138
O -3.224871 2.333445 5.809149 -0.064 1.124 0.855 -0.238
C -4.705161 2.253515 5.734589 0.872 -0.204 -0.560 -0.052
H -3.597911 1.543335 9.572619 -0.108 0.035 -0.303 0.088
H -3.326771 3.332195 9.444209 -0.272 -0.123 -0.268 0.080
H -2.056991 2.296565 10.021229 -0.349 -0.110 0.681 0.088
H -1.421631 5.117285 5.154889 -0.139 -0.103 -0.004 0.090
H 0.262509 4.683555 5.410789 0.030 0.330 0.065 0.092
H -0.668171 5.523995 6.691249 0.000 -0.241 0.154 0.092
H -4.942201 2.778955 4.809489 -0.336 -0.039 0.243 0.087
H -5.288031 2.626955 6.576549 0.615 0.435 0.139 0.087
H -4.964831 1.199055 5.640849 0.266 0.029 -0.138 0.083
C -8.059801 -6.769135 -4.001341 -2.526 -0.857 1.362 -0.167
O -6.887971 -6.843625 -4.737901 2.718 1.285 0.029 -0.206
P -5.516151 -6.104575 -4.159921 -0.320 -0.634 0.325 0.462
O -5.488961 -5.902235 -2.703651 -0.449 0.026 -0.632 -0.236
O -4.280661 -7.047925 -4.638901 -1.559 2.319 -1.590 -0.222
C -3.959161 -8.129915 -3.838221 -0.207 -1.222 1.581 -0.138
O -5.430621 -4.737165 -4.973431 0.721 -0.527 -0.969 -0.191
C -4.903931 -4.680625 -6.325101 0.336 0.194 -1.184 -0.088
H -8.243821 -6.041915 -3.210531 1.340 0.481 0.057 0.085
H -8.225581 -7.728175 -3.510561 0.073 -0.154 0.041 0.088
H -8.967061 -6.601405 -4.581741 0.422 -0.136 -0.966 0.085
H -4.872211 -8.635095 -3.523171 -0.023 -0.355 -0.095 0.087
H -3.500491 -7.793225 -2.908511 0.289 0.023 -0.081 0.088
H -3.316101 -8.839895 -4.358331 -0.042 0.310 -0.172 0.095
H -4.824921 -5.656615 -6.803941 0.096 -0.066 0.386 0.086
H -3.970801 -4.131865 -6.452511 0.633 -0.541 1.226 0.088
H -5.427591 -4.056185 -7.048941 -1.478 -0.094 0.705 0.082
C -8.048681 -3.434545 2.034979 1.594 0.021 0.810 -0.144
O -9.337451 -3.006335 1.754839 -2.191 1.958 -0.876 -0.229
P -9.554591 -1.402685 1.423619 0.595 0.765 0.318 0.520
O -9.401421 -0.470375 2.585589 -0.384 -1.795 -1.776 -0.254
O -8.424131 -1.039695 0.285209 -1.650 -0.545 1.716 -0.212
C -8.413811 -1.584135 -1.004001 1.044 -0.213 -1.803 -0.137
O -10.976871 -1.329245 0.619759 1.752 -0.382 0.650 -0.228
C -12.215911 -1.626495 1.262729 -0.665 -0.309 0.362 -0.104
H -7.500331 -3.571745 1.102999 0.221 -0.100 0.176 0.085
H -8.030161 -4.336385 2.646899 -0.537 -0.292 -0.439 0.092
H -7.556081 -2.721165 2.695689 0.319 0.321 -0.272 0.088
H -7.665101 -1.042395 -1.581971 -0.471 1.008 -0.033 0.089
H -9.370871 -1.585795 -1.525681 -0.018 0.124 0.274 0.091
H -7.905521 -2.535085 -1.163441 -0.588 -0.870 1.092 0.080
H -12.490071 -2.675915 1.154809 0.401 -0.153 -0.026 0.086
H -13.030571 -1.079075 0.788629 0.387 0.323 -0.146 0.088
H -12.215491 -1.382365 2.325049 0.223 0.123 -0.034 0.089
C 10.185219 -5.742355 5.156389 0.316 -0.050 -0.512 -0.101
O 9.416179 -4.544495 5.247059 -0.166 1.794 -0.578 -0.235
P 9.366069 -3.482835 4.013319 -0.796 -0.123 -1.022 0.487
O 8.493389 -2.272595 4.192809 1.551 -2.329 -0.014 -0.263
O 10.918399 -3.226575 3.646519 -1.005 0.182 -1.234 -0.236
C 11.376669 -2.582815 2.365389 0.175 -0.241 0.656 -0.037
O 8.899889 -4.488725 2.768329 1.290 1.428 1.643 -0.266
C 7.604919 -5.052915 2.802929 -0.552 0.010 -1.075 -0.125
H 9.609329 -6.561675 5.586699 -0.026 0.146 -0.030 0.092
H 11.132569 -5.634425 5.684579 -0.113 0.115 0.093 0.090
H 10.401319 -5.935415 4.105619 0.014 -0.305 0.060 0.081
H 11.468869 -1.504455 2.494759 0.071 -0.177 0.399 0.085
H 10.800179 -2.721575 1.450779 -0.787 -0.514 0.565 0.083
H 12.339249 -3.045505 2.147559 0.016 0.187 0.365 0.083
H 7.194859 -5.271515 3.788909 0.304 0.051 0.104 0.090
H 7.671599 -5.953245 2.192139 -0.084 -0.192 0.285 0.088
H 6.935779 -4.383835 2.261909 -0.240 0.083 0.241 0.086
C 1.199809 -5.998875 4.894859 0.920 0.757 0.500 -0.082
O 0.447329 -4.779285 5.175059 0.071 -1.660 -0.056 -0.168
C 0.240129 -4.407695 6.536819 0.926 -0.283 0.206 -0.236
C -0.334741 -3.037295 6.523679 -0.772 0.286 -1.285 -0.186
O -1.609931 -3.021355 5.788579 1.593 0.701 0.744 -0.172
C -2.709941 -3.248285 6.624579 -0.497 -0.020 0.061 -0.133
H 2.254209 -5.727325 4.843799 0.214 0.170 0.006 0.076
H 1.005869 -6.491045 3.941839 -0.807 0.724 -0.175 0.078
H 1.190829 -6.822395 5.608899 -0.724 0.329 0.637 0.079
H 1.160859 -4.238415 7.095129 0.774 -0.357 -0.160 0.121
H -0.275181 -5.144315 7.153219 -0.575 -0.238 -0.409 0.123
H 0.431359 -2.429985 6.041649 -0.462 0.063 -1.184 0.123
H -0.257991 -2.509545 7.474299 -1.205 -0.488 0.665 0.126
H -2.713981 -4.248865 7.056919 0.349 -0.051 0.481 0.083
H -3.643941 -3.235275 6.062809 0.203 0.275 -0.478 0.083
H -2.786611 -2.454225 7.367329 -0.011 -0.163 0.394 0.085
C 2.790909 9.015365 2.423119 0.575 0.149 -1.775 -0.099
O 3.248129 7.653255 2.333759 -0.339 0.237 0.648 -0.204
C 4.537269 7.460365 1.732559 -0.606 -1.020 0.714 -0.190
C 4.685709 5.982075 1.196689 0.473 0.550 1.666 -0.148
O 4.274289 4.939975 2.129519 -0.251 0.677 -0.472 -0.208
C 4.841209 5.078095 3.449419 -1.232 0.341 -0.495 -0.100
H 1.904359 9.206435 3.027779 0.185 -0.865 0.228 0.085
H 2.546929 9.317235 1.404569 -0.490 0.033 -0.290 0.077
H 3.528129 9.783775 2.655809 0.595 -0.429 0.744 0.080
H 5.282969 7.589435 2.517019 0.279 0.548 -0.163 0.110
H 4.625999 8.162465 0.903539 0.496 0.006 -0.067 0.118
H 5.727109 5.672245 1.109599 0.439 1.041 -0.742 0.117
H 4.212679 6.021755 0.215479 -0.495 -1.171 0.292 0.115
H 5.916279 5.222945 3.555989 0.288 -0.244 -0.687 0.087
H 4.535389 4.172315 3.972999 0.130 0.119 0.035 0.087
H 4.371989 5.950825 3.903609 -0.080 -0.040 0.346 0.074
```
Forces are in eV/Å.